3 unconnected molecules or ions with the total composition C2H11NO2S2 in a non-equilibrium geometry, computed with ωB97M-V with the def2-TZVPD basis set.

Bonds (Å) are listed after each position.
Cartesian coordinates (Å):
1 N -1.1067 -0.1110 1.7806  C2 1.423, H6 1.052, H7 1.022
2 C -0.0839 0.8043 1.4065  N1 1.423, C3 1.562, H8 1.066, H9 1.051
3 C 0.7456 0.0296 0.3331  C2 1.562, S4 1.807, H10 1.061, H11 1.067
4 S 2.2743 0.7638 -0.2910  C3 1.807, S5 2.106
5 S 3.4346 -0.8342 -1.0218  S4 2.106, H12 1.338
6 H -1.9944 -0.1098 1.2168  N1 1.052
7 H -1.3233 -0.2146 2.7745  N1 1.022
8 H 0.6385 1.0190 2.1605  C2 1.066
9 H -0.4315 1.7444 1.0909  C2 1.051
10 H 0.0737 -0.2597 -0.4352  C3 1.061
11 H 0.9830 -0.8755 0.8458  C3 1.067
12 H 2.8388 -0.8809 -2.2193  S5 1.338
13 H -2.7977 -4.7190 0.7788  O15 0.997
14 H -2.0066 -3.6784 -0.1154  O15 1.002
15 O -2.7019 -3.7420 0.6037  H13 0.997, H14 1.002
16 H 0.3066 3.2105 -2.3644  O18 0.968
17 H 0.5057 4.4351 -3.2975  O18 1.028
18 O 0.6450 3.4183 -3.2466  H16 0.968, H17 1.028

Summary:
Net charge: 0
HOMO energy (eV): -8.9
SMILES string: NCCSS.O.O
Kohn-Sham gap (eV): 9.259
Energy above the lowest of the compared OMol25 structures with the same formula, charge and spin (kcal/mol): 21.8